Molecular formula: C11H24ClINOP2PdS
Method: DFT, ωB97M-V with the def2-TZVPD basis set

expectation value of S²: 6.03
total charge: +3
orbital gap (spin up / spin down): 6.08 / 4.87 eV
largest force on an atom: 0.0820 Eh/bohr
relative energy (zero: lowest compared OMol25 entry of this formula, charge and spin): 0.000 eV
multiplicity: 5

Each line ends with the Mulliken charge.
Atoms and positions in Å:
C (-1.16, 1.27, -2.49)  -1.2216
C (-0.45, 0.06, -1.91)  0.9455
H (-1.05, 1.24, -3.59)  0.4480
H (-0.74, 2.22, -2.12)  0.2154
H (-2.24, 1.23, -2.22)  0.2648
O (-0.10, -0.89, -2.60)  -0.2631
I (-0.12, -0.27, 3.10)  0.4244
Pd (0.47, -0.08, 0.04)  0.1395
P (-1.77, -1.45, 0.09)  0.8809
C (-1.45, -3.25, -0.03)  -1.2361
C (-2.84, -1.39, 1.58)  -1.2881
H (-3.77, -1.96, 1.45)  0.4670
H (-3.82, -2.01, -1.07)  0.5340
H (-3.05, -0.33, 1.75)  0.4426
H (-3.48, -0.26, -1.15)  0.3290
H (-0.91, -3.59, 0.87)  0.3651
H (-2.28, -1.78, 2.44)  0.4078
C (-3.03, -1.26, -1.22)  -1.2644
H (-2.36, -3.82, -0.14)  0.5107
H (-2.61, -1.39, -2.23)  0.4075
H (-0.80, -3.40, -0.91)  0.3293
P (1.82, 1.68, 0.16)  1.1884
C (3.49, 1.01, 0.09)  -1.2533
C (1.69, 2.85, -1.19)  -1.3125
H (0.65, 2.94, 1.79)  0.3901
H (2.36, 3.51, 1.58)  0.4654
H (1.99, 2.02, 2.54)  0.3881
C (1.70, 2.63, 1.68)  -1.1575
H (0.73, 3.39, -1.12)  0.3765
H (2.52, 3.56, -1.05)  0.5329
H (4.14, 1.88, 0.19)  0.5050
H (3.66, 0.47, -0.85)  0.3583
H (1.78, 2.37, -2.18)  0.3661
H (3.62, 0.32, 0.94)  0.3578
Cl (-1.38, 1.56, 0.44)  -0.1675
S (3.45, -3.16, -1.37)  0.0138
C (2.87, -3.62, 0.22)  -0.4651
C (1.88, -2.76, 0.64)  -0.7036
N (1.72, -1.71, -0.24)  0.6046
C (2.44, -1.79, -1.35)  -0.5540
H (3.24, -4.47, 0.75)  0.4722
H (1.25, -2.83, 1.55)  0.3150
H (2.35, -1.09, -2.18)  0.4415

***

Molecular formula: C2H2BrFO
Method: DFT, ωB97M-V with the def2-TZVPD basis set

total charge: 0
orbital gap: 9.51 eV
largest force on an atom: 0.0940 Eh/bohr
relative energy (zero: lowest compared OMol25 entry of this formula, charge and spin): 3.303 eV
multiplicity: 1

Each line ends with the Mulliken charge.
Atoms and positions in Å:
C (0.98, -0.31, 0.52)  -0.5739
C (-0.31, -0.41, 0.23)  0.4998
O (-0.98, 1.23, -0.12)  -0.4020
F (-1.12, -1.36, 0.51)  -0.1731
Br (-1.65, 1.37, -1.76)  0.0680
H (1.64, -1.13, 0.51)  0.3234
H (1.45, 0.61, 0.11)  0.2578

***

Molecular formula: C12H35N6O10V
Method: DFT, ωB97M-V with the def2-TZVPD basis set

total charge: -2
orbital gap: 2.98 eV
largest force on an atom: 0.1085 Eh/bohr
multiplicity: 1

Each line ends with the Mulliken charge.
Atoms and positions in Å:
O (0.36, 1.33, -1.02)  -0.5342
V (0.00, 0.24, 0.06)  1.4541
O (0.48, -1.14, -0.51)  -0.3801
C (-1.40, -0.20, -3.22)  -1.0536
C (-2.45, 0.45, -2.33)  1.4744
C (-3.85, 0.09, -2.82)  -1.8295
O (-2.42, 0.23, -0.96)  -0.5757
H (-1.44, 0.15, -4.26)  0.2687
H (-1.51, -1.30, -3.28)  0.4015
H (-0.41, 0.03, -2.83)  -0.0573
H (-2.30, 1.53, -2.54)  -0.5853
H (-4.55, 0.75, -2.30)  0.4181
H (-4.15, -0.94, -2.64)  0.3652
H (-3.87, 0.42, -3.87)  0.4315
O (-3.66, -2.02, 2.80)  -0.9474
C (-2.65, -1.47, 3.58)  -0.7071
C (-1.26, -1.20, 2.92)  0.0609
O (-1.34, -0.66, 1.64)  0.0218
H (-2.50, -2.11, 4.47)  0.2612
H (-3.06, -0.49, 3.90)  0.0023
H (-0.53, -2.04, 2.93)  -0.2610
H (-0.64, -0.47, 3.51)  0.0279
C (1.85, -3.13, -3.30)  0.5171
O (2.70, -3.75, -3.94)  -0.7401
N (1.05, -3.71, -2.34)  -0.2817
N (1.59, -1.80, -3.36)  -0.1218
H (0.45, -3.15, -1.76)  0.2242
H (1.10, -4.71, -2.28)  0.1795
H (2.03, -1.08, -3.91)  0.1951
H (0.62, -1.63, -3.15)  0.0349
C (2.61, 0.29, 2.27)  0.3089
O (1.72, 0.23, 1.44)  -0.2988
N (3.76, 1.01, 2.10)  -0.5268
N (2.52, -0.36, 3.45)  -0.3023
H (4.62, 0.69, 2.50)  0.1960
H (3.91, 1.38, 1.18)  0.2742
H (1.64, -0.81, 3.67)  0.2084
H (3.26, -0.35, 4.12)  0.1602
C (-0.84, 3.05, 2.39)  0.4165
O (-0.65, 2.28, 1.46)  -0.5876
N (-1.92, 2.89, 3.18)  -0.4084
N (-0.03, 4.09, 2.70)  -0.4800
H (-2.16, 3.50, 3.94)  0.1456
H (-2.57, 2.16, 2.92)  0.2954
H (-0.33, 4.89, 3.21)  0.1513
H (0.78, 4.14, 2.10)  0.2496
C (2.19, -4.27, 2.68)  -1.1104
C (1.92, -4.09, 1.20)  0.1489
O (2.95, -3.20, 0.73)  -0.5698
H (2.45, -3.33, 3.16)  0.1802
H (3.01, -4.96, 2.89)  0.3209
H (1.29, -4.57, 3.22)  0.3440
H (0.99, -3.52, 1.09)  0.0712
H (1.92, -5.01, 0.62)  0.3304
H (3.03, -2.39, 1.22)  0.2103
C (-0.43, 3.78, -4.07)  -0.9816
C (-0.62, 4.19, -2.60)  0.2735
O (-0.50, 5.60, -2.52)  -0.5983
H (-1.05, 4.42, -4.71)  0.3354
H (-0.71, 2.75, -4.30)  0.1528
H (0.59, 3.91, -4.43)  0.3182
H (0.21, 3.66, -2.13)  -0.0292
H (-1.56, 3.85, -2.18)  0.2409
H (-0.23, 5.87, -1.64)  0.2973

***

Molecular formula: C22H30N3O6S
Method: DFT, ωB97M-V with the def2-TZVPD basis set

SMILES: CC(C)c1ccccc1OC[C@H](O)C[NH+]1CCN(S(=O)(=O)c2ccc([N+](=O)[O-])cc2)CC1
total charge: +1
orbital gap: 8.01 eV
largest force on an atom: 0.0252 Eh/bohr
relative energy (zero: lowest compared OMol25 entry of this formula, charge and spin): 2.602 eV
multiplicity: 1

Each line ends with the Mulliken charge.
Atoms and positions in Å:
C (-1.03, -2.12, -0.70)  -1.4882
C (0.00, -1.94, 0.41)  3.2976
C (-0.54, -2.49, 1.74)  -1.6533
C (1.31, -2.61, 0.05)  0.3946
C (1.34, -3.97, -0.20)  -0.4275
C (2.52, -4.62, -0.51)  -1.1402
C (3.70, -3.90, -0.58)  -0.6911
C (3.69, -2.54, -0.34)  -0.5835
C (2.51, -1.89, -0.02)  0.2141
O (2.45, -0.52, 0.21)  0.1156
C (3.65, 0.12, 0.59)  -1.2356
C (3.32, 1.49, 1.20)  0.0851
O (2.28, 1.41, 2.13)  -0.6347
C (2.97, 2.59, 0.15)  -0.8060
N (1.55, 2.53, -0.25)  0.5419
C (1.31, 1.73, -1.48)  -0.6940
C (-0.20, 1.47, -1.64)  0.0093
N (-1.00, 2.51, -1.02)  -0.1757
S (-1.48, 2.15, 0.57)  1.1824
O (-1.85, 3.38, 1.19)  -0.7490
O (-0.40, 1.40, 1.19)  -0.6837
C (-2.89, 1.07, 0.38)  0.1651
C (-3.64, 1.09, -0.79)  -0.2392
C (-4.73, 0.25, -0.90)  -0.6686
C (-5.04, -0.59, 0.16)  -0.1052
N (-6.19, -1.49, 0.04)  1.0337
O (-6.41, -2.22, 0.97)  -0.5956
O (-6.82, -1.44, -0.99)  -0.5967
C (-4.30, -0.60, 1.34)  -0.5851
C (-3.20, 0.24, 1.44)  -0.5605
C (-0.39, 3.81, -1.15)  -1.0270
C (0.96, 3.88, -0.40)  -0.6606
H (-0.62, -1.83, -1.67)  0.3684
H (-1.33, -3.17, -0.77)  0.4864
H (-1.92, -1.53, -0.50)  0.1908
H (0.18, -0.86, 0.55)  -1.5601
H (0.19, -2.34, 2.53)  0.4303
H (-0.74, -3.55, 1.66)  0.3872
H (-1.46, -1.98, 2.01)  0.2963
H (0.43, -4.54, -0.14)  0.3859
H (2.52, -5.68, -0.70)  0.4030
H (4.63, -4.39, -0.82)  0.4410
H (4.62, -1.99, -0.41)  0.4132
H (4.17, -0.48, 1.35)  0.6034
H (4.33, 0.25, -0.27)  0.4614
H (4.22, 1.84, 1.72)  0.5641
H (1.76, 0.61, 1.98)  0.2835
H (3.13, 3.55, 0.64)  0.5244
H (3.61, 2.52, -0.72)  0.3359
H (1.03, 2.04, 0.54)  0.0659
H (1.84, 0.78, -1.39)  0.2908
H (1.70, 2.30, -2.33)  0.3838
H (-0.45, 1.41, -2.70)  0.6273
H (-0.47, 0.52, -1.16)  -0.4850
H (-3.37, 1.76, -1.58)  0.5650
H (-5.35, 0.23, -1.78)  0.5244
H (-4.58, -1.27, 2.14)  0.5087
H (-2.60, 0.27, 2.33)  0.5348
H (-0.27, 4.02, -2.21)  0.4399
H (-1.09, 4.54, -0.72)  0.4662
H (0.80, 4.29, 0.60)  0.4584
H (1.65, 4.51, -0.95)  0.5666

***

Molecular formula: C5H11NO2
Method: DFT, ωB97M-V with the def2-TZVPD basis set

SMILES: C=CC[C@@H](N)C=O.O
total charge: 0
orbital gap: 10.49 eV
largest force on an atom: 0.0218 Eh/bohr
relative energy (zero: lowest compared OMol25 entry of this formula, charge and spin): 1.969 eV
multiplicity: 1

Each line ends with the Mulliken charge.
Atoms and positions in Å:
C (-0.60, 2.84, 1.04)  -0.7348
C (0.45, 2.10, 0.71)  -0.1049
C (1.04, 1.03, 1.58)  -0.7913
C (1.18, -0.29, 0.86)  0.3947
N (1.75, -1.30, 1.74)  -0.6328
C (-0.21, -0.79, 0.52)  -0.1804
O (-0.56, -1.09, -0.59)  -0.4705
H (-0.97, 3.61, 0.38)  0.2687
H (-1.11, 2.68, 1.98)  0.2486
H (0.94, 2.20, -0.25)  0.2774
H (2.00, 1.36, 1.99)  0.3220
H (0.48, 0.85, 2.51)  0.4015
H (1.69, -0.17, -0.09)  0.1851
H (2.52, -0.98, 2.31)  0.2291
H (2.05, -2.11, 1.22)  0.2378
H (-0.92, -0.91, 1.36)  0.3491
O (-2.71, -1.86, -4.75)  -0.6380
H (-2.29, -2.08, -3.90)  0.3226
H (-2.04, -2.10, -5.39)  0.3160